[1]
154
Properties=species:S:1:pos:R:3:lowdin_charge:R:1 method="wB97M-V/def2-TZVPD" energy_ev=-189931.4916 charge=+2 spin_multiplicity=2
Ir 0.12 0.99 0.34 0.851
C -3.00 5.86 0.21 -0.150
Si -1.29 6.14 0.93 0.545
C -0.33 7.44 -0.03 -0.134
C -1.35 6.54 2.76 -0.144
N -0.32 4.59 0.75 -0.209
P 0.89 4.27 -0.40 0.904
C 1.21 2.58 -0.37 -0.534
P 1.99 1.60 -1.61 0.693
N 0.86 0.46 -1.71 -0.339
Si 0.87 -1.10 -2.52 0.363
C 2.16 -2.27 -1.80 -0.187
C 1.23 -0.91 -4.36 -0.164
C -0.87 -1.77 -2.24 -0.204
C 3.55 0.95 -0.96 -0.301
C 4.50 0.38 -1.81 -0.102
C 5.62 -0.24 -1.28 -0.060
C 5.81 -0.28 0.09 -0.058
C 4.88 0.30 0.94 -0.064
C 3.75 0.91 0.42 -0.096
C 2.40 2.42 -3.17 -0.301
C 1.43 2.46 -4.17 -0.100
C 1.71 3.09 -5.37 -0.060
C 2.95 3.67 -5.58 -0.052
C 3.92 3.63 -4.59 -0.055
C 3.65 3.01 -3.38 -0.111
C 0.25 4.85 -1.98 -0.311
C -0.90 4.20 -2.44 -0.107
C -1.46 4.54 -3.65 -0.059
C -0.86 5.52 -4.44 -0.049
C 0.29 6.15 -4.00 -0.050
C 0.85 5.83 -2.77 -0.077
C 2.35 5.22 0.08 -0.295
C 2.44 5.83 1.33 -0.093
C 3.60 6.50 1.68 -0.051
C 4.66 6.58 0.79 -0.044
C 4.58 5.96 -0.45 -0.041
C 3.43 5.27 -0.80 -0.080
H -3.55 6.80 0.19 0.049
H -3.59 5.16 0.80 0.031
H -2.95 5.50 -0.82 0.027
H -0.63 8.43 0.32 0.055
H -0.55 7.40 -1.09 0.035
H 0.74 7.35 0.11 0.024
H -2.01 7.40 2.91 0.053
H -0.37 6.82 3.16 0.038
H -1.75 5.73 3.37 0.030
H 1.92 -3.30 -2.08 0.013
H 2.21 -2.22 -0.71 0.000
H 3.16 -2.05 -2.19 0.021
H 2.15 -0.35 -4.53 0.022
H 0.43 -0.39 -4.89 0.029
H 1.35 -1.90 -4.80 0.042
H -1.13 -1.76 -1.18 -0.043
H -0.94 -2.80 -2.58 0.036
H -1.62 -1.19 -2.78 0.027
H 4.34 0.41 -2.88 0.110
H 6.35 -0.68 -1.94 0.115
H 6.69 -0.76 0.50 0.113
H 5.04 0.27 2.01 0.109
H 3.02 1.37 1.07 0.067
H 0.47 1.98 -3.99 0.101
H 0.96 3.11 -6.16 0.116
H 3.16 4.16 -6.53 0.115
H 4.89 4.07 -4.77 0.115
H 4.41 2.96 -2.61 0.107
H -1.33 3.40 -1.84 0.098
H -2.36 4.05 -4.00 0.117
H -1.29 5.79 -5.39 0.119
H 0.76 6.91 -4.61 0.120
H 1.73 6.35 -2.42 0.109
H 1.61 5.79 2.02 0.077
H 3.67 6.98 2.65 0.116
H 5.55 7.13 1.07 0.118
H 5.41 6.02 -1.14 0.118
H 3.36 4.78 -1.76 0.078
O -2.05 3.16 1.36 -0.012
N -0.70 3.49 1.51 -0.215
C -0.34 3.47 2.79 0.015
C -0.90 2.64 3.77 -0.183
C -0.75 3.11 5.10 0.005
C -1.44 2.54 6.14 -0.032
C -2.26 1.44 5.89 0.004
C -2.31 0.89 4.62 -0.052
C -1.63 1.45 3.54 -0.217
P -1.44 0.41 2.01 0.963
C -3.09 0.11 1.29 -0.341
C -3.18 0.27 -0.09 -0.135
C -4.37 0.05 -0.77 -0.061
C -5.50 -0.33 -0.06 -0.055
C -5.43 -0.47 1.32 -0.058
C -4.24 -0.26 1.99 -0.082
C -0.86 -1.10 2.85 -0.404
C -1.66 -2.06 3.46 -0.124
C -1.07 -3.05 4.24 -0.079
C 0.31 -3.11 4.38 -0.064
C 1.11 -2.19 3.73 -0.083
C 0.53 -1.19 2.98 -0.160
H -2.17 3.05 0.40 0.104
H 0.42 4.20 3.05 0.144
H -0.13 3.99 5.27 0.128
H -1.35 2.94 7.14 0.124
H -2.83 0.99 6.69 0.127
H -2.85 -0.03 4.48 0.088
H -2.29 0.55 -0.65 0.049
H -4.42 0.17 -1.84 0.113
H -6.43 -0.52 -0.58 0.116
H -6.32 -0.76 1.87 0.116
H -4.22 -0.39 3.07 0.089
H -2.73 -2.06 3.33 0.097
H -1.70 -3.77 4.74 0.115
H 0.75 -3.89 4.99 0.117
H 2.19 -2.26 3.82 0.115
H 1.15 -0.45 2.47 0.060
C -5.40 -5.08 -0.60 -0.094
C -4.05 -4.38 -0.62 -0.246
C -3.52 -4.04 0.77 -0.207
C -2.84 -5.21 1.50 -0.131
N -1.82 -5.88 0.72 -0.019
C -0.64 -5.33 0.31 -0.620
Se -0.01 -3.66 0.71 0.807
N 0.01 -6.26 -0.43 -0.020
C 1.28 -6.09 -1.11 -0.144
C 2.43 -6.92 -0.52 -0.171
C 3.37 -6.13 0.40 -0.252
C 2.87 -6.01 1.84 -0.111
C -0.75 -7.42 -0.50 -0.147
C -0.53 -8.63 -1.14 0.000
C -1.50 -9.61 -1.00 -0.072
C -2.66 -9.37 -0.26 -0.074
C -2.89 -8.15 0.35 -0.003
C -1.91 -7.18 0.23 -0.143
H -5.68 -5.40 -1.61 0.076
H -6.18 -4.41 -0.23 0.071
H -5.38 -5.97 0.03 0.064
H -4.13 -3.45 -1.19 0.099
H -3.31 -5.00 -1.14 0.105
H -4.34 -3.68 1.40 0.113
H -2.80 -3.22 0.70 0.048
H -3.58 -5.96 1.76 0.117
H -2.38 -4.84 2.42 0.103
H 1.53 -5.03 -1.07 0.050
H 1.13 -6.36 -2.16 0.131
H 3.01 -7.32 -1.35 0.112
H 2.02 -7.77 0.04 0.113
H 3.53 -5.13 -0.02 0.100
H 4.34 -6.62 0.41 0.106
H 1.90 -5.52 1.88 0.017
H 3.57 -5.41 2.43 0.069
H 2.79 -7.00 2.29 0.077
H 0.36 -8.80 -1.73 0.116
H -1.35 -10.57 -1.48 0.110
H -3.39 -10.16 -0.18 0.109
H -3.81 -7.98 0.90 0.107

***

[2]
157
Properties=species:S:1:pos:R:3:lowdin_charge:R:1 method="wB97M-V/def2-TZVPD" energy_ev=-90079.9492 charge=-1
C 1.46 -1.91 4.13 -0.110
O 0.58 -0.80 4.27 -0.190
C -0.30 -0.51 3.20 -0.242
C -1.64 0.03 3.67 -0.171
C -2.65 0.06 2.54 -0.223
C -3.90 0.89 2.85 -0.206
C -5.11 0.55 1.99 -0.203
C -6.46 0.95 2.60 -0.225
C -7.67 0.44 1.81 -0.232
C -8.94 0.11 2.60 -0.244
C -10.24 0.41 1.80 -0.448
N -10.76 -0.76 1.16 -0.275
N -10.99 -0.45 -0.25 -0.181
H 1.41 -2.33 3.12 0.051
H 2.48 -1.55 4.31 0.081
H 1.24 -2.69 4.87 0.085
H 0.19 0.24 2.55 0.108
H -0.46 -1.41 2.58 0.118
H -2.00 -0.58 4.52 0.127
H -1.50 1.06 4.05 0.112
H -2.15 0.48 1.64 0.060
H -2.95 -0.97 2.28 0.124
H -4.16 0.77 3.91 0.125
H -3.66 1.95 2.70 0.066
H -5.02 1.06 1.01 0.108
H -5.13 -0.53 1.76 0.111
H -6.51 0.61 3.65 0.107
H -6.51 2.05 2.61 0.096
H -7.36 -0.46 1.25 0.103
H -7.91 1.21 1.05 0.088
H -8.97 -0.97 2.79 0.084
H -8.93 0.64 3.57 0.084
H -10.01 1.17 1.03 0.061
H -10.95 0.91 2.53 0.057
H -12.00 -0.42 -0.42 0.001
H -10.68 -1.25 -0.79 0.003
N 2.16 -2.65 0.63 0.066
C 3.36 -3.04 0.22 -0.164
C 3.58 -3.77 -0.94 -0.071
C 2.50 -4.11 -1.72 -0.087
C 1.23 -3.73 -1.31 -0.082
C 1.11 -3.00 -0.12 -0.144
H 4.20 -2.75 0.85 0.094
H 4.59 -4.05 -1.22 0.102
H 2.63 -4.66 -2.65 0.109
H 0.35 -3.97 -1.89 0.107
H 0.13 -2.68 0.23 0.103
N 2.08 -0.40 -4.15 0.057
C 1.92 0.80 -4.71 -0.148
C 1.44 1.91 -4.01 -0.069
C 1.14 1.76 -2.67 -0.088
C 1.32 0.52 -2.08 -0.083
C 1.78 -0.52 -2.86 -0.151
H 2.16 0.89 -5.76 0.077
H 1.32 2.86 -4.51 0.091
H 0.77 2.60 -2.09 0.104
H 1.09 0.36 -1.04 0.097
H 1.90 -1.50 -2.41 0.073
N -3.29 3.41 1.47 0.024
C -3.59 3.41 0.18 -0.107
C -2.88 2.71 -0.78 -0.034
C -1.79 1.96 -0.37 -0.041
C -1.47 1.94 0.98 -0.095
C -2.25 2.68 1.86 -0.131
H -4.46 4.00 -0.11 0.098
H -3.18 2.75 -1.82 0.085
H -1.22 1.38 -1.08 0.089
H -0.63 1.36 1.35 0.088
H -2.03 2.68 2.92 0.127
N 4.49 -4.45 4.81 0.059
C 4.69 -4.28 3.50 -0.156
C 5.94 -4.39 2.90 -0.078
C 7.03 -4.69 3.70 -0.085
C 6.84 -4.86 5.06 -0.070
C 5.55 -4.73 5.56 -0.149
H 3.81 -4.05 2.91 0.087
H 6.04 -4.25 1.83 0.090
H 8.02 -4.78 3.27 0.105
H 7.67 -5.09 5.70 0.059
H 5.36 -4.86 6.62 0.103
N 3.07 5.04 -3.66 0.057
C 3.91 5.10 -2.63 -0.151
C 5.28 5.21 -2.78 -0.076
C 5.81 5.26 -4.06 -0.085
C 4.94 5.20 -5.14 -0.077
C 3.58 5.09 -4.89 -0.157
H 3.46 5.05 -1.64 0.104
H 5.92 5.25 -1.90 0.099
H 6.88 5.35 -4.21 0.102
H 5.31 5.23 -6.15 0.098
H 2.88 5.03 -5.71 0.104
N 9.95 -5.27 6.48 0.058
C 9.72 -6.58 6.60 -0.169
C 10.59 -7.46 7.23 -0.073
C 11.77 -6.95 7.76 -0.085
C 12.02 -5.59 7.64 -0.079
C 11.08 -4.80 6.99 -0.151
H 8.79 -6.95 6.17 0.085
H 10.35 -8.51 7.30 0.102
H 12.47 -7.60 8.26 0.103
H 12.92 -5.15 8.04 0.098
H 11.25 -3.73 6.87 0.103
N -5.91 4.51 1.34 0.081
C -4.74 5.10 1.53 -0.182
C -4.61 6.45 1.86 -0.053
C -5.76 7.20 2.01 -0.103
C -6.99 6.59 1.81 -0.092
C -7.01 5.24 1.48 -0.143
H -3.86 4.49 1.41 -0.081
H -3.63 6.88 2.01 0.095
H -5.70 8.25 2.27 0.094
H -7.92 7.14 1.92 0.093
H -7.96 4.72 1.33 0.107
N -5.17 1.84 -2.39 0.045
C -5.01 0.70 -3.06 -0.158
C -6.04 -0.18 -3.34 -0.076
C -7.33 0.14 -2.92 -0.063
C -7.52 1.33 -2.23 -0.047
C -6.41 2.13 -1.99 -0.150
H -3.99 0.47 -3.37 0.099
H -5.84 -1.10 -3.88 0.096
H -8.16 -0.52 -3.11 0.108
H -8.50 1.61 -1.86 0.105
H -6.52 3.05 -1.43 0.086
N 9.50 -7.88 3.68 0.062
C 10.68 -8.29 3.22 -0.150
C 10.84 -8.96 2.02 -0.075
C 9.72 -9.23 1.25 -0.081
C 8.49 -8.80 1.71 -0.069
C 8.43 -8.14 2.93 -0.149
H 11.54 -8.07 3.85 0.103
H 11.83 -9.27 1.70 0.100
H 9.81 -9.75 0.31 0.104
H 7.58 -8.99 1.15 0.102
H 7.48 -7.79 3.32 0.102
N 2.09 1.73 -8.28 0.049
C 3.30 1.46 -8.75 -0.157
C 3.53 0.87 -9.98 -0.077
C 2.44 0.52 -10.77 -0.083
C 1.17 0.79 -10.28 -0.073
C 1.05 1.39 -9.04 -0.148
H 4.13 1.74 -8.11 0.103
H 4.55 0.68 -10.31 0.099
H 2.58 0.05 -11.73 0.103
H 0.29 0.53 -10.85 0.101
H 0.07 1.61 -8.63 0.107
N -6.89 6.10 -5.06 0.049
C -7.03 7.38 -4.72 -0.169
C -6.72 7.88 -3.47 -0.081
C -6.24 7.01 -2.51 -0.072
C -6.09 5.68 -2.84 -0.063
C -6.43 5.27 -4.12 -0.145
H -7.41 8.03 -5.50 0.097
H -6.86 8.94 -3.26 0.096
H -5.99 7.36 -1.51 0.101
H -5.71 4.96 -2.12 0.076
H -6.32 4.23 -4.40 0.101